No. 1
38
Properties=species:S:1:pos:R:3:forces:R:3:nbo_charge:R:1 method="wB97M-V/def2-TZVPD" relative_energy_ev=0.000 homo_lumo_gap_ev="8.681 / 6.820" multiplicity=5 total_energy_ha=-5420.22808 s2=6.01 charge=+3
Pt 0.38761 1.46729 -0.15742 0.0 0.2 0.1 1.139
O -3.40843 3.50275 0.01095 0.0 0.0 0.0 -0.581
C -2.20262 3.03926 -0.03704 0.1 -0.1 0.0 0.808
O -1.91096 1.85153 -0.18956 -0.1 0.0 0.0 -0.640
C -1.13575 4.08650 0.08038 -0.1 0.1 0.0 0.089
C -1.36593 5.45016 0.18635 0.0 0.0 0.0 -0.129
C -0.26825 6.30206 0.21693 0.0 0.0 0.0 -0.091
C 1.01638 5.77459 0.11534 0.1 0.1 0.0 -0.134
C 1.15110 4.40303 0.01697 0.0 -0.1 0.0 0.081
N 0.09490 3.58487 0.02150 0.2 -0.1 -0.1 -0.478
C 2.44211 3.63918 -0.16853 0.1 0.0 -0.1 0.709
O 3.52782 4.33159 -0.08581 -0.2 0.1 0.0 -0.008
O 2.46463 2.42993 -0.40187 -0.2 0.1 0.0 -0.593
H -4.08374 2.80585 -0.08850 0.0 0.0 0.0 0.544
H -2.37738 5.83088 0.23214 0.0 0.0 0.0 0.287
H -0.41167 7.37157 0.30001 0.0 0.0 0.0 0.284
H 1.88587 6.42018 0.10376 0.0 0.0 0.0 0.283
C -1.66817 -5.15521 0.65281 -0.2 -0.1 -0.1 -0.577
Ge 0.12002 -3.92420 0.51504 0.2 0.1 0.3 1.658
C 1.35344 -4.68897 -0.74296 -0.1 0.0 -0.1 -1.127
C 0.42447 -4.19439 2.45334 0.0 0.1 -0.3 -0.958
C -0.46398 -2.07628 0.07148 -0.1 0.1 -0.1 -1.057
Se 1.05170 -0.89299 -0.33943 0.0 -0.2 0.0 0.480
C 1.13323 -1.14943 -2.26877 0.1 0.0 0.1 -0.758
H -1.30006 -6.13579 0.93483 0.0 0.0 0.0 0.260
H -1.87495 -5.00582 -0.41185 0.0 0.0 0.0 0.257
H -2.34119 -4.67418 1.35244 0.0 0.0 0.0 0.249
H 1.61271 -5.71156 -0.47312 0.0 0.0 0.1 0.295
H 2.27110 -4.09439 -0.74348 0.0 0.0 0.0 0.277
H 0.93414 -4.68734 -1.75008 0.0 0.0 0.0 0.274
H 0.67602 -5.23100 2.65883 0.0 0.0 0.0 0.281
H -0.41260 -3.84665 3.05010 0.0 0.0 0.0 0.266
H 1.30295 -3.54682 2.57915 0.0 0.0 0.2 0.275
H -1.00683 -1.62575 0.90142 0.0 -0.1 0.1 0.276
H -1.12173 -2.05998 -0.79887 0.0 0.0 0.0 0.276
H 1.38487 -2.19191 -2.44578 0.0 0.0 0.0 0.255
H 1.93797 -0.51360 -2.63089 0.0 0.0 0.0 0.273
H 0.18120 -0.88499 -2.71979 0.0 0.0 0.0 0.252

***

No. 2
45
Properties=species:S:1:pos:R:3:forces:R:3:nbo_charge:R:1 method="wB97M-V/def2-TZVPD" homo_lumo_gap_ev=2.589 total_energy_ha=-2467.69740 charge=-1
C 3.23738 -2.64196 2.42921 -0.4 0.4 0.0 -0.741
C 4.07116 -1.52834 1.83785 0.1 0.0 0.1 0.795
O 5.23067 -1.45511 2.11197 0.8 0.2 0.3 -0.575
O 3.53513 -0.62387 1.00643 -0.5 -0.5 -0.1 -0.495
C 2.26582 -0.96047 0.40870 -0.1 0.2 -0.6 -0.069
C 2.08552 -0.09883 -0.84045 -0.5 0.4 1.0 -0.409
C 1.28947 1.19119 -0.54384 0.8 0.2 -0.3 -0.429
C -0.11901 1.20312 -1.15886 0.2 0.8 0.4 -0.525
C -1.19250 0.64768 -0.30538 0.0 -0.8 -0.6 0.088
C -1.84833 -0.53491 -0.59214 -0.8 0.5 0.3 -0.098
C -1.53249 -1.37025 -1.78702 0.0 -0.1 -0.5 0.770
O -1.26308 -2.52716 -1.65580 0.4 -0.6 0.3 -0.545
O -1.62235 -0.77803 -2.98397 0.3 0.7 0.4 -0.665
C -2.88967 -1.01415 0.25660 0.1 0.2 1.3 -0.399
P -3.84293 -2.56091 -0.13125 -0.2 -0.3 -2.2 1.383
O -5.16821 -2.40954 0.84330 0.6 0.1 0.7 -0.997
O -2.99164 -3.77564 0.51598 -0.4 0.4 0.9 -0.956
C -3.19430 -0.28785 1.36905 0.0 -0.5 -0.8 -0.012
N -2.55530 0.89731 1.66333 0.1 -0.1 0.2 -0.472
S -3.06653 1.74464 3.06508 -0.2 0.4 0.2 0.232
C -1.58017 1.38136 0.85191 0.5 0.2 -0.3 0.450
N -0.99436 2.57106 1.09466 0.2 -0.6 1.1 -0.724
H 2.17325 -2.43227 2.47231 -0.1 0.0 -0.2 0.211
H 3.41383 -3.53684 1.84105 -0.1 -0.2 0.0 0.242
H 3.58104 -2.78243 3.44550 0.2 -0.2 0.1 0.240
H 2.22082 -2.01199 0.12881 0.3 -0.2 0.2 0.178
H 1.48748 -0.76458 1.14799 -0.2 0.0 0.0 0.152
H 3.07504 0.15591 -1.20193 0.0 0.0 -0.3 0.266
H 1.54865 -0.66140 -1.59994 0.2 -0.2 -0.2 0.196
H 1.31378 1.35824 0.54005 -0.1 -0.1 0.1 0.142
H 1.82555 2.02561 -1.00496 -0.1 0.1 -0.3 0.338
H -0.36727 2.25170 -1.40799 0.2 0.1 -0.4 0.343
H -0.04522 0.70635 -2.11048 -0.1 0.0 -0.3 0.258
H -0.87253 -1.08436 -3.51621 -0.3 -0.2 -0.4 0.517
H -5.46297 -1.49328 0.89159 -0.2 -0.1 -0.1 0.493
H -2.88888 -3.70907 1.47791 0.2 -0.1 0.0 0.485
H -3.97693 -0.59824 2.04148 0.1 0.2 0.3 0.223
H -2.10255 1.35802 3.92591 0.0 -0.2 -0.2 0.128
H -0.01108 2.60502 0.84161 -0.2 0.3 -0.8 0.447
H -1.10504 2.91922 2.03840 -0.3 0.2 -0.1 0.395
O 2.43187 4.97634 -3.21463 0.0 -0.1 0.1 -1.080
S 1.68389 3.73657 -3.50175 0.1 0.0 -0.1 2.567
O 2.45717 2.53558 -3.04106 0.0 -0.2 0.2 -1.133
O 1.36733 3.62119 -4.93757 0.0 -0.1 0.1 -1.088
O 0.39849 3.75534 -2.71146 -0.5 -0.3 0.5 -1.127

***

No. 3
37
Properties=species:S:1:pos:R:3:forces:R:3:nbo_charge:R:1 method="wB97M-V/def2-TZVPD" relative_energy_ev=0.932 smiles="C[C@H]1CCCN(C(=O)CNS(=O)(=O)c2cccs2)C1" homo_lumo_gap_ev=9.504 total_energy_ha=-1599.67419
C 1.14296 -2.24067 4.23722 0.0 0.2 -0.3 -0.601
C 0.90014 -1.68403 2.83869 -0.2 -0.4 0.1 -0.222
C 1.26024 -2.70546 1.75782 0.1 0.4 -0.1 -0.397
C 0.94132 -2.15355 0.37041 -0.2 -0.2 0.1 -0.406
C -0.52385 -1.72018 0.30094 0.3 -0.1 -0.4 -0.223
N -0.79593 -0.75028 1.33949 -0.1 -0.4 0.2 -0.426
C -1.02530 0.56241 1.18459 -0.2 0.2 -0.4 0.669
O -1.18591 1.32619 2.12062 0.0 0.3 0.1 -0.632
C -1.08413 1.09488 -0.25372 -0.4 0.2 0.3 -0.331
N 0.20457 0.95678 -0.89200 0.2 -0.3 -0.8 -0.862
S 0.24850 0.66224 -2.52003 0.4 0.3 0.2 2.344
O -0.70222 -0.37669 -2.77684 -0.3 0.2 0.0 -0.938
O 1.62103 0.47960 -2.87139 0.0 0.3 0.1 -0.924
C -0.32982 2.15123 -3.28252 -0.1 -0.6 0.2 -0.577
C 0.42003 3.15299 -3.81665 0.1 -0.2 0.1 -0.209
C -0.37600 4.21438 -4.29784 -0.1 0.0 0.0 -0.259
C -1.70447 3.99116 -4.10956 -0.1 -0.4 0.2 -0.389
S -2.01357 2.48005 -3.34872 0.1 0.3 -0.3 0.499
C -0.56715 -1.27350 2.67208 0.3 0.3 0.4 -0.224
H 0.52917 -3.12263 4.40811 -0.1 -0.1 0.1 0.201
H 0.89527 -1.49819 4.99169 0.0 0.0 0.2 0.212
H 2.18651 -2.52088 4.35846 0.1 -0.1 0.1 0.211
H 1.51793 -0.79062 2.69789 0.0 0.0 0.0 0.199
H 2.31975 -2.95897 1.82517 0.0 -0.1 0.0 0.210
H 0.68665 -3.62081 1.92553 0.0 -0.1 0.1 0.193
H 1.12873 -2.90823 -0.39366 0.0 0.0 -0.1 0.215
H 1.57320 -1.29071 0.15245 0.0 0.0 0.0 0.208
H -0.74512 -1.32459 -0.68655 -0.1 -0.1 0.1 0.238
H -1.16913 -2.58859 0.48205 0.0 0.0 -0.1 0.189
H -1.79901 0.52863 -0.85348 -0.1 0.0 0.2 0.238
H -1.41244 2.14062 -0.19717 0.0 -0.2 0.0 0.221
H 0.91851 1.59033 -0.57328 0.2 0.1 -0.1 0.414
H 1.49201 3.10842 -3.86660 0.2 0.0 0.0 0.248
H 0.02337 5.09759 -4.76178 0.0 0.2 -0.1 0.234
H -2.52479 4.62734 -4.37598 -0.2 0.1 -0.1 0.243
H -0.83470 -0.49431 3.38741 0.0 -0.2 -0.1 0.246
H -1.21636 -2.14194 2.82715 0.0 0.0 0.0 0.188

***

No. 4
33
Properties=species:S:1:pos:R:3:forces:R:3:nbo_charge:R:1 method="wB97M-V/def2-TZVPD" relative_energy_ev=2.982 homo_lumo_gap_ev=7.838 total_energy_ha=-918.55380 charge=+1
H -2.45910 -2.73278 -0.80988 -1.0 -1.8 0.7 0.361
N -2.01310 -1.89187 -1.01541 1.8 2.2 -0.7 -0.538
C -2.25087 -0.97003 -0.20731 -2.2 -1.3 -0.1 0.311
C -3.16017 -0.51650 0.91352 3.0 -1.4 0.7 -0.243
C -4.52509 -0.10124 0.71222 -4.1 0.4 0.7 -0.440
C -4.53449 0.50871 -0.66887 -1.8 1.3 -2.9 -0.411
C -3.22785 1.32008 -0.79880 -0.6 -0.6 0.5 -0.397
C -2.26593 0.43322 -0.00053 0.9 1.9 0.5 -0.530
P -1.03871 1.42343 0.81306 -0.9 0.2 0.5 1.318
N 0.22889 0.55661 0.67594 1.7 -0.9 -0.5 -0.779
C 1.36403 0.16124 0.23883 -0.8 -0.9 3.1 0.464
C 2.22330 -0.90595 0.87894 -1.6 0.4 1.0 -0.457
C 3.63709 -0.42741 1.15674 0.3 1.1 0.8 -0.391
C 4.33923 -0.09680 -0.15703 -3.1 -0.9 -1.3 -0.397
C 3.49254 0.96748 -0.92196 1.2 -0.2 -1.2 -0.390
C 1.94815 0.77774 -0.86821 0.8 3.6 -5.2 -0.535
H -2.79132 -0.79950 1.91658 -0.2 0.4 -0.5 0.250
H -5.37790 -0.89974 0.71917 1.8 1.1 0.4 0.259
H -4.74436 0.65680 1.55393 -0.1 -1.0 -1.4 0.230
H -4.44336 -0.31173 -1.42725 -0.2 0.5 0.7 0.220
H -5.49182 1.11852 -1.08286 2.1 -1.4 1.6 0.254
H -3.33639 2.31538 -0.34672 0.2 -0.2 0.0 0.224
H -2.87229 1.41673 -1.80887 -0.1 0.2 -0.5 0.240
H 1.66971 -1.37546 1.72212 0.6 0.3 -0.5 0.245
H 2.31120 -1.56511 0.06337 0.0 -1.6 -0.9 0.240
H 3.55166 0.52691 1.71692 0.3 -0.5 0.2 0.203
H 4.17034 -1.16212 1.78820 -0.2 0.4 -0.4 0.247
H 5.33686 0.19077 -0.04648 1.5 0.5 0.1 0.236
H 4.25417 -0.97006 -0.82175 0.6 -0.2 0.4 0.197
H 3.69809 0.90076 -2.05169 0.2 0.3 1.8 0.233
H 3.84567 1.96588 -0.56521 -0.8 -0.6 -0.3 0.223
H 1.59076 0.36375 -1.89556 0.5 -0.2 1.9 0.297
H 1.55806 1.83103 -1.06337 0.0 -1.1 0.7 0.255